Entry 1:
Formula: C2H3O3S2
Source: the OMol25 dataset
Level of theory: wB97M-V/def2-TZVPD

```
! RIJCOSX wB97M-V def2-TZVPD def2/J DEFGRID3
* xyz -1 1
C 1.97 0.79 -0.35
C -2.44 -0.23 -0.34
O 1.84 1.81 0.30
O 1.23 0.11 -1.03
O -1.27 -0.76 -0.57
S 3.77 0.07 -0.12
S -2.88 1.34 -0.31
H -3.19 -1.01 -0.23
H -0.45 -0.18 -0.73
H 4.01 0.89 0.90
*
```

Its LUMO energy is 3.409 eV. Its strongest force on any atom is 0.03761 Eh/bohr. As for the frontier orbital gap: 8.4 eV. The energy above the lowest of the compared OMol25 structures with the same formula, charge and spin comes out at 0.0 kcal per mole. For the HOMO energy, the calculation gives -0.1821 hartree.

Entry 2:
Formula: C4H6ClNS
Source: the OMol25 dataset
Level of theory: wB97M-V/def2-TZVPD

```
! RIJCOSX wB97M-V def2-TZVPD def2/J DEFGRID3
* xyz 0 1
C 0.59 2.32 -1.12
C -0.20 -0.90 1.20
C 0.72 1.28 -1.68
C -1.58 -1.07 0.73
N 0.64 -0.25 0.49
S 2.32 -0.24 0.92
Cl 0.11 0.12 -2.78
H 2.72 -0.10 -0.55
H 0.50 3.32 -1.12
H 0.06 -1.25 2.11
H -2.02 -2.04 0.55
H -2.09 -0.68 1.55
H -1.78 -0.51 -0.29
*
```

Its LUMO energy is 0.460 eV. Its strongest force on any atom is 0.06846 Eh/bohr. As for the frontier orbital gap: 9.2 eV. The energy above the lowest of the compared OMol25 structures with the same formula, charge and spin comes out at 111.6 kcal per mole. For the HOMO energy, the calculation gives -0.3205 hartree. The SMILES is C/C=N/S.C#CCl.

Entry 3:
Formula: C8H10OS
Source: the OMol25 dataset
Level of theory: wB97M-V/def2-TZVPD

```
! RIJCOSX wB97M-V def2-TZVPD def2/J DEFGRID3
* xyz 0 1
C 0.31 1.51 1.59
C 1.23 1.70 0.59
C -0.73 0.67 1.44
C 1.16 0.94 -0.58
C -0.86 -0.09 0.21
C 0.06 0.12 -0.82
C -2.07 -0.93 0.05
C -0.36 -0.59 -2.10
O 1.97 -1.74 0.17
S -1.95 -1.65 -1.62
H 0.24 2.15 2.55
H 2.06 2.30 0.84
H -1.37 0.37 2.18
H 1.77 1.12 -1.38
H 1.24 -1.20 0.42
H -2.93 -0.28 0.19
H -2.02 -1.57 0.84
H -0.84 -0.06 -2.99
H 0.39 -1.38 -2.36
H 2.73 -1.41 0.74
*
```

Its LUMO energy is 0.771 eV. Its strongest force on any atom is 0.08502 Eh/bohr. As for the frontier orbital gap: 9.4 eV. The energy above the lowest of the compared OMol25 structures with the same formula, charge and spin comes out at 1.4 kcal per mole. For the HOMO energy, the calculation gives -0.3160 hartree. The SMILES is c1ccc2c(c1)CSC2.O.

Entry 4:
Formula: C20H26AsClCuN4OS2Si2
Source: the OMol25 dataset
Level of theory: wB97M-V/def2-TZVPD

```
! RIJCOSX wB97M-V def2-TZVPD def2/J DEFGRID3
* xyz -2 2
Cu -0.43 -0.60 -0.28
S -0.76 -0.53 2.03
C -2.26 -1.39 2.27
C -2.77 -1.54 3.56
C -3.97 -2.20 3.81
C -4.44 -2.31 5.16
N -4.82 -2.39 6.25
C -4.69 -2.73 2.74
C -4.19 -2.60 1.45
C -2.98 -1.95 1.17
S -2.40 -1.84 -0.46
C -5.93 -3.42 2.95
N -6.93 -3.97 3.12
H -2.21 -1.13 4.39
H -4.75 -3.02 0.62
Cl -0.25 -0.64 -2.65
N -2.12 6.58 -1.71
C -2.80 5.79 -0.83
O -3.71 6.23 -0.15
C -2.34 4.37 -0.77
C -2.59 3.63 0.38
C -2.10 2.33 0.46
N -1.43 1.75 -0.53
C -1.23 2.44 -1.65
C -1.66 3.75 -1.81
H -2.31 7.57 -1.66
H -1.22 6.30 -2.05
H -3.13 4.08 1.20
H -2.23 1.72 1.35
H -0.72 1.90 -2.44
H -1.47 4.25 -2.75
C 3.30 -0.96 -3.07
Si 3.12 0.39 -1.77
C 2.41 1.90 -2.66
C 4.90 0.90 -1.33
As 1.97 -0.01 0.21
Si 2.60 -2.24 0.46
C 4.47 -2.52 0.26
C 2.21 -2.83 2.20
C 1.73 -3.42 -0.72
H 3.85 -0.56 -3.93
H 2.30 -1.26 -3.40
H 3.83 -1.83 -2.70
H 3.11 2.26 -3.41
H 2.20 2.71 -1.96
H 1.48 1.61 -3.15
H 5.47 1.15 -2.23
H 5.42 0.09 -0.81
H 4.89 1.77 -0.67
H 5.02 -1.89 0.98
H 4.83 -2.28 -0.74
H 4.71 -3.56 0.47
H 2.72 -2.22 2.95
H 2.53 -3.88 2.32
H 1.14 -2.77 2.39
H 1.89 -3.14 -1.76
H 0.65 -3.39 -0.54
H 2.08 -4.44 -0.57
*
```

Its expectation value of S² is 0.757. Its LUMO energy (alpha / beta) is 4.004 / 4.004 eV. Its strongest force on any atom is 0.00429 Eh/bohr. As for the frontier orbital gap (alpha / beta): 5.3 / 5.8 eV. The energy above the lowest of the compared OMol25 structures with the same formula, charge and spin comes out at 0.0 kcal per mole. For the HOMO energy (alpha / beta), the calculation gives -0.0473 / -0.0659 hartree.

Entry 5:
Formula: C4H16N8O4
Source: the OMol25 dataset
Level of theory: wB97M-V/def2-TZVPD

```
! RIJCOSX wB97M-V def2-TZVPD def2/J DEFGRID3
* xyz 0 1
C -1.20 -3.24 1.54
O -2.22 -3.79 1.14
N -0.19 -2.76 0.76
N -1.01 -2.86 2.82
H 0.44 -2.05 1.09
H 0.10 -3.19 -0.10
H -0.14 -2.37 3.00
H -1.59 -3.02 3.61
C 0.89 1.77 -3.21
O 1.07 1.49 -2.01
N -0.34 2.08 -3.60
N 1.81 1.65 -4.18
H -1.06 2.06 -2.89
H -0.58 2.27 -4.56
H 1.76 2.44 -4.81
H 2.72 1.29 -3.93
C -2.00 0.35 -0.48
O -2.36 1.38 -1.04
N -2.91 -0.62 -0.14
N -0.71 -0.04 -0.30
H -3.82 -0.25 -0.37
H -2.76 -1.44 0.42
H -0.50 -0.98 0.01
H -0.09 0.31 -1.01
C 1.75 0.67 2.16
O 1.51 -0.51 1.95
N 1.82 1.61 1.23
N 2.03 1.18 3.40
H 1.70 2.57 1.50
H 1.41 1.37 0.33
H 2.37 2.12 3.50
H 2.10 0.52 4.16
*
```

Its LUMO energy is 0.627 eV. Its strongest force on any atom is 0.06231 Eh/bohr. As for the frontier orbital gap: 10.0 eV. The energy above the lowest of the compared OMol25 structures with the same formula, charge and spin comes out at 9.7 kcal per mole. For the HOMO energy, the calculation gives -0.3433 hartree. The SMILES is NC(N)=O.NC(N)=O.NC(N)=O.NC(N)=O.

Entry 6:
Formula: C3H9O2S
Source: the OMol25 dataset
Level of theory: wB97M-V/def2-TZVPD

```
! RIJCOSX wB97M-V def2-TZVPD def2/J DEFGRID3
* xyz 0 2
C -0.53 -0.74 0.71
O 0.08 0.03 1.65
C -0.12 -0.19 -0.69
C -0.25 1.33 -0.96
S -1.91 1.61 -1.82
H -1.61 -0.63 0.79
H -0.22 -1.80 0.68
H 0.94 -0.43 -0.80
H -0.69 -0.67 -1.48
H 0.40 1.51 -1.82
H -0.02 2.00 -0.14
H -1.38 2.41 -2.78
H 1.87 -2.24 2.40
H 1.30 -0.85 2.05
O 2.15 -1.34 2.20
*
```

Its expectation value of S² is 0.754. Its LUMO energy (alpha / beta) is 0.685 / -2.462 eV. Its strongest force on any atom is 0.03704 Eh/bohr. As for the frontier orbital gap (alpha / beta): 10.2 / 7.0 eV. The energy above the lowest of the compared OMol25 structures with the same formula, charge and spin comes out at 14.2 kcal per mole. For the HOMO energy (alpha / beta), the calculation gives -0.3481 / -0.3477 hartree.

Entry 7:
Formula: C26H34N6O5Ti
Source: the OMol25 dataset
Level of theory: wB97M-V/def2-TZVPD

```
! RIJCOSX wB97M-V def2-TZVPD def2/J DEFGRID3
* xyz 0 1
Ti 0.52 -1.25 1.04
C -5.57 2.44 0.18
O -4.32 2.04 -0.34
C -3.65 2.92 -1.13
C -4.10 4.18 -1.47
C -3.33 5.00 -2.29
C -2.12 4.54 -2.78
C -1.67 3.27 -2.45
C -2.41 2.46 -1.60
N -2.03 1.16 -1.23
C -0.81 0.74 -0.77
N 0.19 1.63 -0.72
C 1.29 1.62 0.20
C 1.50 0.60 1.14
C 2.56 0.83 2.02
C 3.37 1.96 1.96
C 3.14 2.93 0.99
C 2.09 2.77 0.12
O 1.73 3.67 -0.85
C 2.41 4.91 -0.86
N -0.62 -0.51 -0.41
C -1.77 -1.33 -0.22
C -2.44 -1.98 -1.24
C -3.54 -2.78 -0.94
C -3.96 -2.90 0.37
C -3.31 -2.24 1.40
C -2.22 -1.44 1.11
O -1.50 -0.67 1.99
C -1.81 -0.80 3.38
H -5.91 1.63 0.82
H -6.31 2.61 -0.61
H -5.47 3.35 0.78
H -5.06 4.54 -1.12
H -3.68 5.99 -2.53
H -1.53 5.16 -3.44
H -0.75 2.89 -2.88
H -2.79 0.56 -0.95
H 0.00 2.55 -1.08
H 2.77 0.09 2.78
H 4.18 2.09 2.67
H 3.79 3.80 0.94
H 1.92 5.52 -1.62
H 3.46 4.79 -1.13
H 2.34 5.41 0.11
H -2.08 -1.88 -2.25
H -4.07 -3.29 -1.74
H -4.82 -3.53 0.61
H -3.66 -2.36 2.42
H -1.05 -0.23 3.91
H -1.73 -1.85 3.68
H -2.80 -0.40 3.58
N 2.16 -1.82 -0.33
C 3.47 -1.87 0.35
C 4.56 -2.75 -0.30
C 4.56 -4.25 0.06
C 3.75 -5.18 -0.84
N 2.33 -4.88 -0.84
H 2.23 -1.25 -1.16
H 1.94 -2.79 -0.60
H 3.29 -2.22 1.36
H 3.84 -0.85 0.42
H 5.51 -2.34 0.05
H 4.55 -2.64 -1.39
H 4.22 -4.36 1.10
H 5.59 -4.61 0.03
H 3.96 -6.22 -0.52
H 4.11 -5.09 -1.87
H 1.92 -4.90 0.09
H 1.81 -5.54 -1.40
O 1.33 -1.89 2.67
N 0.21 -2.63 2.41
O 0.33 -3.15 1.15
*
```

Its LUMO energy is 0.475 eV. Its strongest force on any atom is 0.08049 Eh/bohr. As for the frontier orbital gap: 6.4 eV. The energy above the lowest of the compared OMol25 structures with the same formula, charge and spin comes out at 7.2 kcal per mole. For the HOMO energy, the calculation gives -0.2165 hartree.

Entry 8:
Formula: CH3N5O2
Source: the OMol25 dataset
Level of theory: wB97M-V/def2-TZVPD

```
! RIJCOSX wB97M-V def2-TZVPD def2/J DEFGRID3
* xyz 0 1
C -0.63 -0.10 -0.04
H 2.24 -0.51 -1.74
H 2.53 -0.39 0.29
H 0.41 -1.96 -0.83
N 1.81 -0.41 -0.56
N 0.70 0.49 -0.29
N -0.63 1.86 0.99
N -1.33 0.86 0.58
N -1.19 -1.37 -0.08
O 0.83 1.56 0.36
O -0.44 -2.38 -0.61
*
```

Its LUMO energy is -0.925 eV. Its strongest force on any atom is 0.17462 Eh/bohr. As for the frontier orbital gap: 7.0 eV. The energy above the lowest of the compared OMol25 structures with the same formula, charge and spin comes out at 123.5 kcal per mole. For the HOMO energy, the calculation gives -0.2924 hartree. The SMILES is Nn1onn/c1=N/O.

Entry 9:
Formula: C2H6N3O
Source: the OMol25 dataset
Level of theory: wB97M-V/def2-TZVPD

```
! RIJCOSX wB97M-V def2-TZVPD def2/J DEFGRID3
* xyz 1 1
C -1.76 0.11 0.29
C 0.39 -0.28 -0.01
N -1.52 -0.35 -1.04
N -0.31 -0.51 -1.22
N 1.62 0.45 -0.16
O -0.41 0.19 0.95
H -2.32 1.11 0.19
H -2.32 -0.46 0.89
H 0.97 -2.05 0.62
H 2.02 0.30 0.75
H 1.36 1.35 -0.41
H 2.29 0.12 -0.83
*
```

Its LUMO energy (alpha / beta) is -5.658 / -5.655 eV. Its strongest force on any atom is 0.09759 Eh/bohr. As for the frontier orbital gap (alpha / beta): 8.9 / 8.9 eV. The energy above the lowest of the compared OMol25 structures with the same formula, charge and spin comes out at 155.2 kcal per mole. For the HOMO energy (alpha / beta), the calculation gives -0.5339 / -0.5337 hartree.

Entry 10:
Formula: C4H10ClN
Source: the OMol25 dataset
Level of theory: wB97M-V/def2-TZVPD

```
! RIJCOSX wB97M-V def2-TZVPD def2/J DEFGRID3
* xyz 0 1
C 1.49 -1.43 0.04
C 0.39 0.55 -0.76
C -0.81 1.26 -0.11
C -1.72 0.33 0.63
H 1.54 -2.07 0.91
H 2.53 -1.45 -0.29
H 0.83 -1.91 -0.71
H 1.64 0.38 0.95
H 0.00 -0.17 -1.48
H 1.07 1.21 -1.34
H -0.40 2.09 0.49
H -1.47 1.73 -0.92
H -2.61 0.87 0.98
H -1.23 -0.11 1.51
N 1.05 -0.18 0.35
Cl -2.30 -1.11 -0.24
*
```

Its LUMO energy is 1.046 eV. Its strongest force on any atom is 0.06134 Eh/bohr. As for the frontier orbital gap: 9.5 eV. The energy above the lowest of the compared OMol25 structures with the same formula, charge and spin comes out at 21.7 kcal per mole. For the HOMO energy, the calculation gives -0.3088 hartree. The SMILES is CNCCCCl.

Entry 11:
Formula: C31H28IrN7O3PS3
Source: the OMol25 dataset
Level of theory: wB97M-V/def2-TZVPD

```
! RIJCOSX wB97M-V def2-TZVPD def2/J DEFGRID3
* xyz 0 6
Ir -0.29 -0.46 0.61
C -4.82 0.85 -2.72
C -4.03 1.89 -3.23
C -3.08 2.45 -2.42
C -2.88 1.97 -1.12
N -3.59 0.95 -0.64
C -4.58 0.44 -1.42
N -2.05 2.77 -0.36
C -1.43 2.56 0.75
N -1.09 1.36 1.40
C -0.79 1.65 2.73
N -0.37 0.92 3.70
C -0.33 -0.45 3.65
C 0.37 -1.12 4.67
C 0.41 -2.51 4.70
C -0.38 -3.21 3.80
C -1.01 -2.51 2.80
N -0.91 -1.16 2.68
C -0.91 3.14 2.91
C -0.78 3.93 4.03
C -0.82 5.31 3.84
C -0.92 5.89 2.57
C -1.10 5.08 1.44
C -1.08 3.71 1.65
H -5.64 0.40 -3.26
H -4.09 2.15 -4.28
H -2.47 3.29 -2.75
H -5.13 -0.37 -0.94
H 0.92 -0.57 5.44
H 0.97 -3.01 5.47
H -0.51 -4.29 3.82
H -1.58 -3.00 2.02
H -0.64 3.52 5.00
H -0.70 5.96 4.72
H -0.87 6.95 2.44
H -1.27 5.50 0.46
O 2.17 -1.97 -1.97
S 1.01 -2.74 -2.24
O 0.20 -2.15 -3.47
O 1.02 -4.13 -2.58
S -0.28 -2.44 -0.53
C 5.02 -3.34 3.72
C 3.89 -3.34 2.73
C 3.50 -4.46 2.01
C 2.47 -4.30 1.08
N 2.01 -3.08 0.79
C 2.39 -2.09 1.57
S 1.92 -0.47 1.19
N 3.29 -2.16 2.57
H 5.44 -4.32 3.88
H 4.64 -2.91 4.66
H 5.76 -2.64 3.34
H 3.97 -5.43 2.20
H 2.08 -5.14 0.51
C -0.96 -0.63 -5.52
P -0.73 -0.60 -3.72
C -2.24 -1.57 -3.14
C 0.76 0.48 -3.38
C 0.78 1.30 -2.24
C 1.81 2.21 -2.06
C 2.82 2.31 -3.00
C 2.83 1.47 -4.11
C 1.79 0.57 -4.32
H -1.01 -1.63 -5.96
H -0.23 0.03 -6.04
H -1.96 -0.18 -5.57
H -2.23 -1.68 -2.05
H -2.34 -2.53 -3.67
H -3.06 -0.91 -3.35
H 0.00 1.24 -1.48
H 1.84 2.83 -1.15
H 3.61 3.04 -2.86
H 3.67 1.50 -4.78
H 1.82 -0.11 -5.15
*
```

Its expectation value of S² is 8.777. Its LUMO energy (alpha / beta) is -0.511 / -2.387 eV. Its strongest force on any atom is 0.03305 Eh/bohr. As for the frontier orbital gap (alpha / beta): 5.7 / 5.6 eV. For the HOMO energy (alpha / beta), the calculation gives -0.2274 / -0.2941 hartree.

Entry 12:
Formula: C6H7N4O
Source: the OMol25 dataset
Level of theory: wB97M-V/def2-TZVPD

```
! RIJCOSX wB97M-V def2-TZVPD def2/J DEFGRID3
* xyz -1 1
C 0.18 1.59 0.27
C -3.03 0.15 0.18
C -1.04 0.84 0.28
C -0.90 -0.39 -0.40
C 1.37 -0.47 -0.57
C 2.15 -1.04 0.67
N -2.35 1.18 0.54
N 0.11 -0.95 -0.99
N -2.25 -0.76 -0.58
N 1.27 0.98 -0.16
O 2.36 1.65 -0.28
H 0.15 2.59 0.49
H -4.06 0.26 0.22
H 1.89 -0.30 -1.52
H 1.44 -1.02 1.44
H 2.99 -0.50 0.71
H 2.33 -2.16 0.42
H -2.61 -1.66 -0.73
*
```

Its LUMO energy is 3.976 eV. Its strongest force on any atom is 0.13773 Eh/bohr. As for the frontier orbital gap: 6.0 eV. The energy above the lowest of the compared OMol25 structures with the same formula, charge and spin comes out at 23.1 kcal per mole. For the HOMO energy, the calculation gives -0.0740 hartree. The SMILES is C[C@H]1N=c2[nH]cnc2=CN1[O-].